[1]
DFT (ωB97M-V/def2-TZVPD) results for a molecular structure, C28H30N3O4ReS.

Geometry (Å):
Re 0.981 -0.597 0.938
S -2.777 -0.935 3.532
C -2.433 0.746 3.448
C -3.186 1.790 3.920
C -2.675 3.056 3.720
C -1.397 3.241 3.122
C -0.628 2.207 2.636
C -1.213 0.949 2.787
N -0.605 -0.271 2.353
C -1.354 -1.302 2.672
C -0.972 -2.554 2.079
C -1.682 -3.701 2.291
C -1.331 -4.891 1.672
C -0.294 -4.888 0.751
C 0.353 -3.679 0.423
C 0.024 -2.482 1.086
H -4.135 1.628 4.360
H -3.205 3.936 4.133
H -1.042 4.240 3.041
H 0.341 2.295 2.190
H -2.526 -3.715 2.968
H -1.842 -5.810 1.899
H -0.021 -5.831 0.259
H 1.097 -3.717 -0.348
C 0.364 3.806 -1.198
O -0.324 2.485 -1.072
C 0.205 1.494 -0.423
O 1.371 1.502 0.121
H -0.033 4.323 -2.085
H 1.447 3.755 -1.307
H 0.161 4.415 -0.312
C 0.720 -0.423 -3.621
C 1.888 -1.170 -3.030
N 2.828 -0.263 -2.357
C 3.534 0.710 -3.246
C 3.184 2.135 -2.840
C 3.182 -0.409 -1.109
C 4.396 0.251 -0.582
N 2.500 -1.205 -0.190
H -0.082 -1.116 -3.903
H 1.068 -0.003 -4.559
H 0.369 0.388 -3.005
H 2.461 -1.709 -3.771
H 1.556 -1.859 -2.269
H 3.233 0.522 -4.264
H 4.632 0.544 -3.105
H 2.145 2.370 -3.151
H 3.857 2.849 -3.384
H 3.255 2.419 -1.734
H 4.905 0.887 -1.289
H 5.097 -0.444 -0.224
H 4.023 0.901 0.211
H 3.108 -1.756 0.402
O 2.095 0.019 2.236
O 1.926 -1.303 2.603
C -0.423 0.135 -0.308
C -1.872 -0.131 -0.411
C -2.398 -1.384 -0.646
C -3.795 -1.590 -0.512
C -4.594 -0.515 -0.155
C -4.058 0.760 0.048
C -2.736 0.885 -0.121
H -1.749 -2.178 -0.997
H -4.231 -2.586 -0.664
H -5.699 -0.703 -0.006
H -4.647 1.602 0.274
H -2.344 1.875 0.020

The value obtained for the LUMO energy (alpha / beta) is -0.3019 / -0.3054 Ha. The maximum force comes out at 2.92 eV/A. As for the calculated total energy: -2025.99861 a.u. For the frontier orbital gap (alpha / beta), the calculation gives 5.760 / 5.672 eV. The energy above the lowest of the compared OMol25 structures with the same formula, charge and spin is 32.6 kJ/mol. As for the HOMO energy (alpha / beta): -13.975 / -13.982 eV. The net charge is +2.

Charges in e, computed with Löwdin, in the same order as the atoms: 1.75 1.22 -0.45 -0.06 -0.03 -0.04 -0.01 -0.25 -0.05 -0.50 -0.26 -0.02 -0.03 -0.04 -0.07 -0.22 0.12 0.13 0.10 0.10 0.12 0.12 0.13 0.09 0.06 0.03 -0.48 -0.07 0.12 0.08 0.11 -0.04 -0.16 -0.01 -0.15 -0.07 -0.32 0.04 -0.05 0.10 0.08 0.06 0.14 0.10 0.12 0.14 0.08 0.11 0.09 0.08 0.10 0.11 0.10 -0.28 -0.20 -0.07 -0.24 -0.01 -0.03 -0.03 -0.04 -0.06 0.12 0.13 0.14 0.11 0.12



[2]
DFT (ωB97M-V/def2-TZVPD) results for a molecular structure, C28H30N6ORuS4.

Geometry (Å):
Ru 0.210 -0.622 -0.276
S -0.790 -7.692 -0.650
C 0.390 -8.574 0.200
C 1.265 -7.764 0.875
C 0.992 -6.405 0.697
C -0.100 -6.175 -0.116
C -0.669 -4.923 -0.525
C -0.022 -3.702 -0.260
N -0.514 -2.517 -0.596
C -1.735 -2.480 -1.213
C -2.427 -3.659 -1.591
C -3.648 -3.519 -2.319
C -4.144 -2.301 -2.634
C -3.493 -1.104 -2.206
C -3.974 0.165 -2.480
C -3.284 1.289 -2.005
C -2.125 1.077 -1.237
N -1.625 -0.123 -0.975
C -2.288 -1.214 -1.467
C -3.765 2.602 -2.312
C -3.202 3.833 -2.037
C -3.954 4.899 -2.532
C -5.089 4.490 -3.184
S -5.255 2.802 -3.208
C -1.878 -4.882 -1.235
H 0.385 -9.646 0.155
H 2.073 -8.141 1.474
H 1.567 -5.625 1.164
H 0.945 -3.709 0.226
H -4.157 -4.418 -2.626
H -5.055 -2.204 -3.206
H -4.871 0.293 -3.064
H -1.602 1.922 -0.812
H -2.274 3.962 -1.514
H -3.684 5.932 -2.425
H -5.840 5.095 -3.652
H -2.384 -5.798 -1.496
C 4.170 4.261 0.953
N 3.576 2.970 1.240
C 4.088 1.893 0.426
C 2.663 2.805 2.201
S 1.376 1.588 2.130
N 2.639 3.559 3.311
C 3.857 3.980 3.978
C 1.442 3.719 4.110
H 4.033 4.473 -0.109
H 5.242 4.262 1.160
H 3.685 5.039 1.534
H 5.141 1.721 0.671
H 4.021 2.162 -0.629
H 3.535 0.972 0.596
H 4.734 3.572 3.483
H 3.836 3.611 5.006
H 3.929 5.067 4.008
H 0.560 3.742 3.471
H 1.516 4.664 4.647
H 1.332 2.909 4.838
C 4.466 -3.216 2.200
N 3.857 -2.424 1.150
C 2.642 -1.865 1.187
N 1.901 -1.931 2.311
O 2.199 -1.298 0.164
H 5.406 -3.610 1.828
H 3.832 -4.061 2.479
H 4.674 -2.612 3.086
H 4.339 -2.352 0.264
H 2.267 -2.284 3.178
H 1.029 -1.407 2.320
S 1.225 1.614 -0.956
C 0.722 1.214 0.589

The value obtained for the LUMO energy (alpha / beta) is -0.2105 / -0.2428 Ha. The maximum force comes out at 2.89 eV/A. As for the calculated total energy: -3175.86261 a.u. For the frontier orbital gap (alpha / beta), the calculation gives 5.524 / 5.696 eV. The energy above the lowest of the compared OMol25 structures with the same formula, charge and spin is 101.0 kJ/mol. As for the HOMO energy (alpha / beta): -11.252 / -12.303 eV. The net charge is +2. The multiplicity is 5.

Charges in e, computed with Löwdin, in the same order as the atoms: 1.19 1.10 -0.38 -0.16 -0.11 -0.47 -0.18 -0.03 -0.04 -0.14 -0.12 0.01 0.02 -0.12 0.05 -0.18 -0.04 -0.06 -0.14 -0.46 -0.10 -0.16 -0.38 1.10 0.06 0.08 0.11 0.10 0.11 0.13 0.13 0.10 0.09 0.11 0.11 0.08 0.11 -0.02 -0.18 -0.08 -0.51 0.93 -0.20 -0.02 -0.07 0.11 0.11 0.10 0.11 0.08 0.05 0.10 0.11 0.11 0.08 0.11 0.10 -0.05 0.05 -0.61 0.21 -0.15 0.10 0.09 0.10 0.16 0.11 0.09 0.58 -1.18



[3]
DFT (ωB97M-V/def2-TZVPD) results for a molecular structure, C28H30N8O7S5Ti.

Geometry (Å):
Ti -0.692 1.432 1.067
O 3.141 0.238 3.430
C 1.974 0.585 2.890
O 1.853 1.046 1.782
C 0.788 0.339 3.749
C 0.878 -0.089 5.049
C -0.323 -0.268 5.770
C -1.514 -0.040 5.147
C -1.521 0.376 3.796
N -0.360 0.589 3.112
C -2.628 0.615 2.962
O -3.914 0.467 3.296
O -2.390 0.966 1.761
H 3.831 0.416 2.767
H 1.845 -0.267 5.491
H -0.296 -0.585 6.803
H -2.444 -0.174 5.686
H -3.998 0.341 4.249
S -1.617 5.918 2.268
C -1.310 4.373 1.795
S -0.107 3.349 2.537
S -2.090 3.517 0.539
C 0.410 -3.337 -2.624
C 1.269 -3.364 -1.363
N 0.668 -2.652 -0.234
C -0.199 -3.383 0.675
C -1.673 -3.429 0.267
C 0.777 -1.315 -0.109
C 1.777 -0.589 -0.961
N 0.048 -0.645 0.729
H 0.999 -3.650 -3.486
H 0.033 -2.331 -2.811
H -0.452 -4.001 -2.541
H 2.249 -2.945 -1.573
H 1.437 -4.391 -1.035
H -0.091 -2.941 1.670
H 0.207 -4.393 0.752
H -2.097 -2.428 0.105
H -2.252 -3.931 1.045
H -1.806 -3.987 -0.660
H 1.451 -0.584 -2.003
H 2.773 -1.035 -0.930
H 1.857 0.436 -0.626
H -0.716 -1.195 1.108
O 7.257 -0.277 -2.043
S 6.154 -1.090 -2.525
O 5.235 -1.541 -1.494
O 6.501 -2.092 -3.506
C 5.174 0.134 -3.447
N 5.364 0.279 -4.761
C 4.605 1.188 -5.366
C 3.638 1.935 -4.713
C 3.536 1.710 -3.353
N 4.305 0.835 -2.720
C 2.498 2.283 -2.457
C 2.853 2.629 -1.161
C 1.867 2.752 -0.215
N 0.573 2.482 -0.469
C 0.223 2.414 -1.767
C 1.152 2.319 -2.786
H 4.759 1.309 -6.434
H 3.026 2.660 -5.230
H 3.894 2.696 -0.878
H 2.104 2.987 0.806
H -0.836 2.344 -1.968
H 0.810 2.124 -3.794
C -6.395 -1.354 0.712
C -5.625 -0.223 0.093
C -6.204 1.023 -0.106
C -5.398 1.993 -0.669
N -4.134 1.775 -1.004
C -3.645 0.556 -0.742
S -1.946 0.253 -1.059
N -4.357 -0.459 -0.222
H -7.423 -1.382 0.351
H -6.428 -1.232 1.798
H -5.902 -2.298 0.490
H -7.233 1.223 0.162
H -5.778 2.992 -0.858

The value obtained for the LUMO energy (alpha / beta) is 0.0431 / 0.0296 Ha. The maximum force comes out at 1.40 eV/A. As for the calculated total energy: -4890.35917 a.u. For the frontier orbital gap (alpha / beta), the calculation gives 6.089 / 6.130 eV. The energy above the lowest of the compared OMol25 structures with the same formula, charge and spin is 26.9 kJ/mol. As for the HOMO energy (alpha / beta): -4.917 / -5.325 eV. The net charge is -1. The multiplicity is 2.

Charges in e, computed with Löwdin, in the same order as the atoms: 0.69 0.15 -0.44 0.03 -0.20 0.01 -0.05 0.00 -0.19 0.00 -0.41 0.15 -0.22 0.15 0.12 0.11 0.11 0.11 0.46 -1.78 0.60 0.61 -0.06 -0.18 -0.07 -0.20 -0.07 -0.40 0.02 -0.01 0.08 0.07 0.06 0.11 0.12 0.11 0.12 0.04 0.07 0.06 0.10 0.08 0.04 0.04 -0.36 0.39 -0.38 -0.36 -0.34 0.12 -0.12 0.00 -0.24 0.17 -0.16 0.00 -0.14 -0.07 -0.16 0.01 0.11 0.11 0.13 0.08 0.05 0.12 -0.04 -0.35 -0.03 -0.14 0.03 -0.78 0.68 0.10 0.07 0.08 0.07 0.10 0.11



[4]
DFT (ωB97M-V/def2-TZVPD) results for a molecular structure, C28H30N9OS3Tc.

Geometry (Å):
Tc -0.023 -0.496 0.272
N 4.189 -1.126 1.831
C 2.890 -0.936 1.577
S 2.497 -0.085 0.070
N 2.023 -1.376 2.446
N 0.715 -1.147 2.123
C -0.153 -1.312 3.051
C -1.559 -1.086 2.715
C -2.576 -1.282 3.628
C -3.888 -1.045 3.238
C -4.136 -0.613 1.948
C -3.069 -0.430 1.085
N -1.810 -0.663 1.453
H 4.891 -0.887 1.154
H 4.463 -1.615 2.670
H 0.165 -1.592 4.051
H -2.334 -1.619 4.628
H -4.702 -1.192 3.936
H -5.143 -0.416 1.606
H -3.220 -0.082 0.071
N -1.004 1.190 -2.289
C -1.827 2.292 -1.855
C -2.578 2.854 -2.882
C -3.443 3.913 -2.668
C -3.577 4.445 -1.396
C -2.813 3.925 -0.367
C -1.937 2.859 -0.583
S -0.978 2.579 0.881
N -0.204 1.235 0.722
C -0.522 0.122 -1.719
C 0.142 -0.820 -2.655
C -0.061 -0.958 -4.018
C 0.703 -1.899 -4.699
C 1.624 -2.659 -3.998
C 1.737 -2.477 -2.621
N 1.001 -1.584 -1.976
H -0.877 1.239 -3.296
H -2.490 2.442 -3.883
H -4.006 4.319 -3.498
H -4.257 5.265 -1.206
H -2.881 4.359 0.626
H -0.810 -0.383 -4.554
H 0.575 -2.036 -5.765
H 2.239 -3.392 -4.503
H 2.428 -3.066 -2.030
O 2.347 1.989 2.571
S 2.977 2.460 1.322
C 2.586 4.238 1.103
C 3.938 4.897 0.856
C 4.947 4.186 1.765
C 4.771 2.689 1.522
H 2.141 4.494 2.067
H 1.863 4.360 0.298
H 3.882 5.963 1.069
H 4.231 4.785 -0.190
H 4.750 4.421 2.812
H 5.969 4.487 1.540
H 5.054 2.041 2.352
H 5.246 2.353 0.598
N -2.392 -6.340 -0.316
C -1.843 -5.124 -0.260
C -2.368 -4.034 -0.989
C -1.787 -2.805 -0.880
N -0.711 -2.542 -0.108
C -0.186 -3.592 0.569
C -0.699 -4.857 0.524
H -3.192 -6.529 -0.896
H -2.003 -7.114 0.195
H -3.226 -4.166 -1.637
H -2.189 -1.972 -1.444
H 0.709 -3.407 1.149
H -0.218 -5.647 1.088

The value obtained for the LUMO energy (alpha / beta) is -0.3525 / -0.3867 Ha. The maximum force comes out at 3.97 eV/A. As for the calculated total energy: -2927.43232 a.u. For the frontier orbital gap (alpha / beta), the calculation gives 6.298 / 5.476 eV. As for the HOMO energy (alpha / beta): -15.890 / -15.998 eV. The net charge is +3. The multiplicity is 2.

Charges in e, computed with Löwdin, in the same order as the atoms: 1.35 0.13 -0.78 0.70 0.03 -0.18 -0.01 -0.23 0.04 0.01 0.00 -0.10 -0.05 0.10 0.13 0.16 0.14 0.14 0.13 0.12 0.10 -0.20 0.00 -0.02 -0.02 -0.10 -0.42 1.04 -0.59 -0.16 -0.32 0.01 -0.01 0.00 -0.09 -0.02 0.14 0.13 0.13 0.13 0.12 0.12 0.13 0.13 0.13 -0.44 0.90 -0.26 -0.20 -0.20 -0.26 0.11 0.09 0.14 0.13 0.13 0.13 0.11 0.11 0.19 -0.28 0.02 -0.14 -0.12 -0.12 0.02 0.13 0.13 0.13 0.11 0.11 0.13